Entry 1:
This record from the Open Molecules 2025 dataset describes 2 unconnected molecules or ions with the total composition C6H11N3. The level of theory is ωB97M-V/def2-TZVPD.

The geometry in XYZ format:
```
20
C6H11N3, DFT ωB97M-V/def2-TZVPD
C 1.41424 -0.78001 -0.99675
C 0.49110 -1.86324 -1.07626
C -0.97521 -1.36369 -0.84165
C -0.89563 0.82504 0.20890
C -1.09794 2.13250 0.40861
C -0.32389 0.44358 1.54302
H 3.77997 -0.65059 -0.58740
H 3.23678 -2.22711 0.07926
H 0.96891 0.20077 -1.20555
H 0.79363 -2.84794 -0.80318
H -1.39435 -1.71629 -1.76409
H -1.13901 -1.80473 0.00831
H -1.81470 0.45016 -1.75712
H 0.71443 -0.07825 1.61856
H -1.38750 3.15542 -0.12460
H -0.91600 2.17199 2.72526
H -0.91497 0.04822 2.27340
N 2.82444 -1.04172 -0.49560
N -1.49509 0.10914 -0.75108
N -0.41552 1.92306 1.82696
```

Computed properties:
Energy relative to the best compared isomer or geometry (same formula, charge and spin) (eV): 8.484
F_max (eV Å⁻¹): 7.16
Total energy (Eh): -399.18346

=====

Entry 2:
This record from the Open Molecules 2025 dataset describes 3 unconnected molecules or ions with the total composition C3H10O3S. The level of theory is ωB97M-V/def2-TZVPD.

The geometry in XYZ format:
```
17
C3H10O3S, DFT ωB97M-V/def2-TZVPD
C -0.13928 0.41779 -0.11152
O 0.51914 0.54848 1.09197
C 0.42428 -0.70157 -1.06173
C 0.70444 -0.20654 -2.49811
S 1.30072 -1.51332 -3.67321
H -1.18575 0.14688 -0.00262
H -0.15693 1.33748 -0.72543
H -0.25712 -1.54680 -1.15290
H 1.37336 -1.05189 -0.65746
H 1.46439 0.57614 -2.41713
H -0.20785 0.16779 -2.97571
H -0.95531 -2.18436 2.15656
H -0.96849 -0.69906 1.74575
O -1.51213 -1.39521 2.19206
H -0.02461 1.35098 2.24815
H -0.11191 2.82190 2.76241
O -0.26695 1.93133 3.07891
```

Computed properties:
Energy relative to the best compared isomer or geometry (same formula, charge and spin) (eV): 0.651
F_max (eV Å⁻¹): 1.09
Total energy (Eh): -744.16190
Net charge: -2

=====

Entry 3:
This record from the Open Molecules 2025 dataset describes a molecular structure, C41H47F15GeN7O3P2SSiTi. The level of theory is ωB97M-V/def2-TZVPD.

The geometry in XYZ format:
```
119
C41H47F15GeN7O3P2SSiTi, DFT ωB97M-V/def2-TZVPD
Ti -1.04546 0.09707 0.81479
C 2.13600 0.76004 5.35244
N 1.84869 0.30048 3.99757
C 2.82345 0.72118 2.99082
P 0.25665 0.11412 3.61486
O 0.25939 -0.33700 2.12661
O 0.35264 2.51180 2.61311
P -1.10706 2.73932 2.39137
O -1.91105 1.47650 1.95429
N -1.88787 3.26166 3.74816
C -1.23671 4.29177 4.54226
C -2.93947 2.53268 4.43318
N -1.30570 3.89031 1.21594
C -0.15536 4.68905 0.78371
C -2.57168 4.61372 1.18827
N -0.25673 -1.16364 4.54177
C -1.17713 -0.91789 5.64912
C 0.63776 -2.30405 4.74368
H 3.03001 0.25708 5.72211
H 1.30782 0.53206 6.02385
H 2.30751 1.83903 5.36482
H 3.79549 0.31484 3.27780
H 2.88365 1.81072 2.94492
H 2.54463 0.35646 2.00918
H -0.39139 4.71795 4.00331
H -0.85603 3.87950 5.48302
H -1.93678 5.09698 4.77966
H -3.36406 1.77586 3.78027
H -3.73776 3.21499 4.73724
H -2.56184 2.04130 5.33837
H 0.76699 4.14473 0.96439
H -0.12605 5.64932 1.31173
H -0.22536 4.88978 -0.28746
H -3.39323 3.97289 1.50575
H -2.78067 4.95254 0.17123
H -2.55052 5.49129 1.84412
H -1.80200 -0.05094 5.43837
H -0.65519 -0.74880 6.59822
H -1.83083 -1.78258 5.77501
H 1.27649 -2.44792 3.87616
H 0.02774 -3.20116 4.86698
H 1.26558 -2.17830 5.63212
N -1.63096 1.53876 -0.85292
C -2.86786 1.41240 -1.63386
C -4.00150 1.33567 -0.64550
N -3.65647 0.23555 0.24153
H -1.61785 2.44096 -0.37278
H -0.81324 1.53946 -1.45135
H -2.80546 0.48562 -2.20074
H -2.99696 2.23883 -2.33544
H -4.95975 1.23415 -1.16085
H -4.04266 2.25057 -0.04762
H -3.67872 -0.65407 -0.24682
H -4.26128 0.17960 1.05112
F 1.89349 -2.23928 -0.70749
C 2.58254 -2.26135 -1.84845
C 2.88572 -1.10037 -2.54616
C 3.68042 -1.25097 -3.67024
F 4.04998 -0.17215 -4.38085
C 4.13540 -2.47493 -4.11381
F 4.89551 -2.57722 -5.20557
C 3.80285 -3.60984 -3.39959
F 4.23802 -4.80092 -3.80226
C 3.03520 -3.50486 -2.25788
F 2.75895 -4.59931 -1.54743
Ge 2.30494 0.70824 -2.05029
S 1.29221 1.00095 -0.18283
C 1.49380 1.38079 -3.72925
C 0.22958 0.94831 -4.08847
F -0.43649 0.09388 -3.29217
C -0.41383 1.34670 -5.24429
F -1.64834 0.92717 -5.53415
C 0.23832 2.20159 -6.10852
F -0.35635 2.59997 -7.23087
C 1.51124 2.63875 -5.80760
F 2.14233 3.45400 -6.65279
C 2.11516 2.22948 -4.63401
F 3.35249 2.69420 -4.43126
C 3.92434 1.79641 -1.77030
C 5.15336 1.28321 -1.40191
F 5.39147 -0.03817 -1.42284
C 6.20335 2.08502 -0.98957
F 7.38027 1.55470 -0.65018
C 6.02499 3.45047 -0.92360
F 7.02726 4.23751 -0.53244
C 4.80393 4.00251 -1.26110
F 4.62950 5.32379 -1.18182
C 3.78229 3.17035 -1.66660
F 2.61020 3.75813 -1.95585
C -2.11966 -1.65168 1.73066
C -1.69540 -3.04007 1.38637
C -2.65355 -3.99496 1.04340
C -2.30279 -5.28521 0.67992
C -0.96230 -5.65458 0.65704
C 0.01031 -4.71858 1.00315
C -0.35693 -3.43548 1.36130
C -0.58324 -6.99596 0.26810
N -0.28373 -8.06233 -0.04079
H -1.86051 -1.44971 2.77307
H -3.18537 -1.53598 1.60040
H -3.70196 -3.71596 1.06164
H -3.06256 -6.00960 0.41414
H 1.05543 -4.99959 0.97088
H 0.41791 -2.70900 1.57679
C -3.89464 -3.52875 -2.68575
Si -2.15388 -2.99570 -3.06432
C -1.03882 -4.46495 -3.14950
C -2.14693 -2.08425 -4.68038
C -1.62077 -1.88138 -1.72315
C -1.32329 -1.16292 -0.77952
H -4.24237 -4.27384 -3.40842
H -4.57940 -2.67547 -2.72654
H -3.95228 -3.96802 -1.68596
H -1.32157 -5.11232 -3.98523
H -1.09314 -5.04923 -2.22643
H -0.00034 -4.16287 -3.29133
H -2.69569 -2.65171 -5.43831
H -1.12827 -1.92471 -5.04758
H -2.62025 -1.10428 -4.57917
```

Computed properties:
Energy relative to the best compared isomer or geometry (same formula, charge and spin) (eV): 1.843
<S²>: 0.75
F_max (eV Å⁻¹): 2.31
Total energy (Eh): -7994.43519
2S+1: 2

=====

Entry 4:
This record from the Open Molecules 2025 dataset describes 4 unconnected molecules or ions with the total composition C44H47BF12N3O18PS2. The level of theory is ωB97M-V/def2-TZVPD.

The geometry in XYZ format:
```
128
C44H47BF12N3O18PS2, DFT ωB97M-V/def2-TZVPD
C 1.23793 -1.22262 3.53353
C 1.45272 -0.77708 2.00104
B 2.14820 -1.98443 1.17173
O 3.31111 -2.70732 1.61914
C 1.54743 -2.46209 -0.28284
C 0.52282 -3.63001 -0.34146
C 0.15007 -4.27722 1.03390
C -0.85489 -5.48963 1.06401
C -1.27702 -6.01039 2.50643
C -2.53336 -5.28075 3.15043
C -3.91934 -5.54447 2.38942
F -4.19410 -4.46152 1.53289
F -3.66141 -6.65823 1.51780
C -5.12210 -6.01235 3.31473
F -4.70344 -6.92750 4.30535
F -6.00500 -6.76346 2.49093
S -6.14259 -4.66731 4.11489
F -5.69675 -5.28688 5.61206
F -4.91390 -3.56726 4.14005
F -6.77973 -4.11595 2.69843
F -7.45785 -5.74498 4.19105
F -7.08513 -3.55370 4.91601
C 0.00284 -3.95083 -1.72336
N -1.00970 -5.00727 -1.91073
C -2.14304 -4.47235 -2.15991
O -3.20026 -3.98315 -2.43306
C 0.44190 -3.20318 -3.00799
C 1.43868 -2.07900 -2.91885
C 1.99943 -1.71785 -1.52002
C 3.05151 -0.53466 -1.52022
O 4.11997 -0.53369 -0.89823
C 2.65761 0.69852 -2.46426
C 2.83407 2.15193 -1.98479
C 3.40123 2.50672 -0.53161
C 4.86110 3.16912 -0.54882
C 4.98799 4.47756 0.37700
F 4.87645 5.79763 -0.16479
C 5.26788 4.41958 1.78334
F 4.27665 4.25051 2.76661
F 6.57919 4.56963 2.28618
C 2.39003 3.23081 -2.99478
P 2.45558 5.10502 -2.61208
N 4.14183 5.55335 -2.93036
O 2.07478 5.40570 -0.97881
C 1.83083 2.89124 -4.38435
O 1.39779 3.92271 -5.30909
C -0.00563 3.89871 -5.19723
N -1.14805 3.62925 -5.27477
C 1.66395 1.43142 -4.83998
S 0.95544 0.92797 -6.47678
C 2.08294 0.34339 -3.85615
C 1.92118 -1.21529 -4.17634
O 2.13967 -1.71134 -5.28149
H 0.15182 -1.02999 3.80582
H 1.93744 -0.65731 4.22787
H 1.44253 -2.35117 3.58628
H 2.16864 0.12158 2.01753
H 0.49607 -0.39423 1.49707
H 3.98331 -2.51004 0.91952
H -0.24872 -3.44595 1.72038
H 1.12883 -4.62723 1.52842
H -0.35828 -6.37237 0.52323
H -1.79373 -5.20490 0.48547
H -1.43675 -7.14491 2.53357
H -0.39667 -5.82717 3.22460
H -2.58764 -5.61486 4.24694
H -2.39088 -4.14197 3.20185
H -0.01757 -3.49440 -4.00865
H 3.47046 1.56716 0.12070
H 2.64384 3.17649 0.00020
H 5.26550 3.41606 -1.57810
H 5.58212 2.41270 -0.08976
H 4.33645 6.50316 -2.59153
H 4.37298 5.43733 -3.92174
H 1.23181 4.97729 -0.71515
H 2.02341 0.27037 -7.06767
C 1.93293 4.23903 -11.65237
C 1.08272 4.01548 -10.41849
C 1.10584 5.16470 -9.45067
O 0.87721 4.52141 -8.20214
C 1.32982 3.24665 -8.33009
O 1.47192 2.46831 -7.39830
O 1.59806 2.94251 -9.62791
H 1.84335 5.26297 -12.02227
H 2.98519 4.01802 -11.45763
H 1.61435 3.56723 -12.45296
H 0.05716 3.76382 -10.70643
H 0.32034 5.89223 -9.65910
H 2.06908 5.68262 -9.40764
C 9.15989 6.25997 1.59426
C 10.31926 5.32257 1.32499
C 11.47363 5.50198 2.27014
O 12.58634 5.10027 1.47950
C 12.24723 5.32143 0.17955
O 13.01401 5.28182 -0.73418
O 10.91769 5.59744 0.05838
H 8.97353 6.37311 2.66481
H 9.33166 7.24516 1.15361
H 8.24915 5.86746 1.13841
H 9.97234 4.28420 1.31891
H 11.38170 4.87067 3.15507
H 11.62339 6.53913 2.58623
C -5.41383 0.82712 3.45437
C -4.44560 0.39224 2.37291
C -3.63293 -0.81642 2.74068
O -2.43556 -0.62341 1.99630
C -2.29978 0.71893 1.80989
O -1.31043 1.24634 1.39868
O -3.43848 1.38140 2.15768
H -5.89715 -0.02978 3.93000
H -4.91512 1.42825 4.21851
H -6.19804 1.45457 3.02417
H -4.97776 0.23760 1.42894
H -4.12351 -1.74572 2.44691
H -3.38045 -0.86740 3.80494
C -10.84387 -4.96379 4.78865
C -10.91472 -3.65425 5.53612
C -10.16103 -3.66545 6.83271
O -10.87771 -2.71736 7.61571
C -12.15390 -2.69816 7.14090
O -13.06999 -2.16440 7.68833
O -12.24828 -3.37220 5.95947
H -9.84160 -5.39471 4.83894
H -11.56794 -5.68838 5.16898
H -11.08541 -4.80491 3.73475
H -10.58224 -2.83350 4.89216
H -9.12299 -3.35480 6.70653
H -10.18334 -4.63261 7.34473
```

Computed properties:
F_max (eV Å⁻¹): 10.31
Total energy (Eh): -5583.78532

=====

Entry 5:
This record from the Open Molecules 2025 dataset describes 3 unconnected molecules or ions with the total composition C3H10N2O2. The level of theory is ωB97M-V/def2-TZVPD.

The geometry in XYZ format:
```
17
C3H10N2O2, DFT ωB97M-V/def2-TZVPD
C -1.80072 0.04407 -0.68580
N -1.83758 0.16108 0.62663
N -1.40071 -1.05138 -1.33302
C 0.32911 1.93196 -0.08993
O -0.49233 2.38151 0.72488
H -2.24492 0.84287 -1.26689
H -1.29905 -0.54248 1.12412
H -1.35945 -1.00414 -2.33793
H -1.57261 1.14259 0.93479
H -0.64869 -1.57730 -0.88798
H 1.04458 2.73584 -0.44369
C 2.15855 -1.03829 0.75243
O 0.86412 -0.85524 0.20738
H 0.73049 0.13417 -0.03952
H 2.33551 -0.38088 1.61254
H 2.94557 -0.85207 0.01087
H 2.24813 -2.07231 1.09113
```

Computed properties:
Energy relative to the best compared isomer or geometry (same formula, charge and spin) (eV): 4.112
F_max (eV Å⁻¹): 0.46
Total energy (Eh): -380.18555